Entry from OMol25: an isolated molecule of F3HN2 in a non-equilibrium geometry (wB97M-V/def2-TZVPD).

The geometry in ORCA input format:
```
! RIJCOSX wB97M-V def2-TZVPD def2/J DEFGRID3
* xyz 0 3
N -0.597 -0.135 0.230
N 0.714 -0.083 0.136
F -1.098 -1.444 0.208
F 1.308 0.980 0.864
F 1.115 0.369 -1.106
H -1.443 0.312 -0.331
*
```

Computed properties:
HOMO (alpha / beta), eV: -6.6 / -11.7
Energy above the lowest of the compared OMol25 structures with the same formula, charge and spin, kcal per mole: 77.1
LUMO level (alpha / beta), Eh: 0.02147 / -0.13046

Mulliken population analysis, charges in e, atoms 1 to 2: number 1, N, carries 0.023; number 2, N, carries 0.214